(1)
Molecular formula: C17H33AlCl12F5
Method: DFT, wB97M-V/def2-TZVPD

```
68
Properties=species:S:1:pos:R:3:forces:R:3
C -3.647 0.881 -0.943 -1.8 0.8 1.4
H -2.096 5.139 -0.752 -0.1 0.1 -0.3
F 0.914 -0.863 0.685 -1.8 0.9 -2.1
C -3.549 -5.733 0.181 0.0 -0.1 0.0
H 2.920 -2.177 -1.301 0.1 0.1 0.0
H -0.479 4.807 -2.696 -0.2 0.0 0.1
H 7.650 -2.060 1.451 0.1 0.0 -0.2
C -4.036 7.265 1.852 0.0 0.2 0.0
C -0.284 -0.426 -0.117 0.7 0.1 0.1
Cl -3.866 6.119 -1.970 0.0 0.0 -0.1
H -2.300 -2.377 0.787 0.4 0.3 -0.3
H 3.625 -4.151 2.019 -0.3 -0.1 0.0
Cl 10.982 -2.583 -0.083 0.1 0.0 -0.1
F 0.280 1.930 0.701 -1.1 -2.0 -3.4
H -3.996 7.873 0.943 0.1 -0.1 0.1
Cl 7.664 -3.231 -0.580 0.1 -0.1 0.0
C 1.602 -4.332 1.302 0.3 0.3 -0.1
C 4.747 -1.231 -1.937 -0.3 -0.4 -0.1
C -3.606 0.266 0.578 -1.5 0.1 -1.1
H 4.325 -0.987 -2.916 0.0 0.0 0.2
C 8.422 -2.613 0.908 0.1 0.2 0.3
H -3.202 8.855 3.042 -0.1 -0.2 -0.1
H 2.837 -5.663 2.501 -0.2 0.2 0.0
H 1.372 -3.266 1.219 0.0 -0.2 0.1
H -2.003 7.661 2.519 -0.3 -0.1 0.1
F 1.122 1.197 -1.427 -2.3 0.5 2.0
C 2.678 -4.592 2.345 0.1 -0.2 -0.3
Cl 4.232 -2.035 0.636 0.1 0.1 0.0
H -0.962 1.621 -1.131 1.9 -0.8 1.7
Cl -3.187 6.978 4.446 0.0 0.0 0.0
C -3.849 -5.492 -1.290 0.5 0.0 0.1
H -1.707 5.447 -3.801 -0.1 -0.1 0.2
H 1.941 -4.685 0.323 0.0 0.0 0.2
H -4.133 -6.569 0.578 0.0 0.2 -0.2
H 9.956 -1.240 1.542 -0.1 -0.2 -0.1
H -4.532 -0.483 0.654 1.9 1.5 -0.1
H 9.327 -0.897 -0.078 0.0 -0.3 0.1
H -5.480 -0.209 -1.823 0.5 2.5 0.7
C -5.192 0.921 -1.581 1.3 -0.4 -0.9
C -1.555 4.928 -2.849 0.1 0.2 0.0
C 9.602 -1.699 0.614 -0.3 0.2 0.2
H -5.058 7.300 2.241 0.3 -0.1 0.0
Al -1.935 -0.834 1.029 -0.8 -0.6 0.3
H -3.509 -6.345 -1.884 -0.1 0.1 0.1
F -2.850 0.063 -1.919 -1.2 1.7 1.9
H -1.621 6.647 -1.552 -0.1 -0.1 -0.1
C 3.628 -1.432 -0.927 -0.2 0.3 -0.4
C -0.077 1.153 -0.508 2.1 -1.0 -0.7
Cl -2.243 3.292 -2.995 0.0 0.1 -0.1
Cl 2.282 -3.857 3.918 0.0 0.0 0.1
C -3.033 7.789 2.868 0.0 0.2 -0.3
F -0.321 -1.308 -1.314 0.8 2.4 2.2
Cl -3.688 5.587 1.365 -0.1 0.0 0.4
Cl -3.885 -4.299 1.181 -0.3 -0.5 0.0
H -3.765 1.059 1.433 0.2 -1.1 -2.0
H 3.080 -0.503 -0.744 0.1 -0.2 0.0
H -5.136 1.505 -2.619 -0.3 -1.2 2.2
H -5.968 1.432 -0.868 1.7 -1.1 -1.3
C -2.158 5.703 -1.688 0.4 -0.1 0.0
Cl 0.089 -5.198 1.667 0.0 -0.1 0.1
H -3.343 -4.595 -1.662 -0.2 -0.1 0.2
H 8.720 -3.470 1.519 0.0 0.2 -0.2
Cl 5.824 0.115 -1.490 0.1 0.0 0.0
H -2.488 -5.968 0.310 -0.1 0.1 -0.1
H -1.609 -0.689 2.587 0.2 0.3 0.2
H -3.239 1.999 -0.856 -0.5 -2.6 -0.8
H 5.358 -2.132 -2.045 -0.1 0.2 0.1
Cl -5.593 -5.310 -1.601 -0.1 0.0 0.0
```
Forces are in eV/Å.

Summary:
Energy = -188618.0651 eV
Charge = -1


(2)
Molecular formula: C17H33BN6Si2Sn
Method: DFT, wB97M-V/def2-TZVPD

```
60
Properties=species:S:1:pos:R:3:forces:R:3
H -2.290 -2.654 0.022 0.0 -0.2 0.0
C -1.432 -2.511 0.677 -0.5 0.4 -0.1
Si 1.218 -1.592 3.017 -0.5 -1.6 1.0
N 1.729 -0.266 -2.325 2.2 -1.0 -1.7
H 0.453 0.340 5.605 0.1 0.3 -0.2
C -1.762 1.259 3.412 0.0 -0.2 -0.1
H -2.272 1.494 2.468 0.0 0.0 0.2
H -3.158 -1.315 -1.425 -0.1 -0.1 0.1
C -0.147 -2.071 4.243 0.1 0.1 -0.1
H 3.661 -1.126 3.223 -0.1 0.0 0.2
C 0.699 3.007 2.725 0.1 0.0 -0.3
H 1.872 1.272 5.062 -0.3 0.0 -0.1
H 2.638 -3.345 1.964 -0.2 -0.1 0.1
Sn -0.882 -0.454 0.380 0.4 0.3 -0.5
H 4.199 -2.382 -2.051 0.1 -0.1 -0.1
C 0.775 1.209 5.016 0.2 -0.5 0.2
H 1.142 -4.030 2.643 0.2 0.3 -0.2
N 0.025 1.967 -0.830 -0.1 0.3 -0.2
H 3.098 -2.225 4.489 -0.3 0.1 -0.3
H -3.483 -0.943 -4.068 0.1 0.0 -0.1
H 1.189 3.496 3.581 -0.1 -0.2 -0.3
H -0.027 -3.145 4.458 -0.1 0.3 0.0
C -2.464 -0.897 -2.127 1.6 0.7 -0.8
C 0.655 -0.082 2.007 1.4 0.5 0.9
H -1.352 1.224 0.450 -0.3 -0.9 0.4
H -0.139 3.653 2.429 0.2 -0.1 0.1
Si 0.117 1.290 3.227 -0.4 1.3 1.0
H 1.443 0.279 1.326 -0.3 0.2 0.0
C -1.436 -0.101 -3.932 -0.2 0.0 0.9
H 2.574 -2.197 0.103 -0.2 0.1 -0.1
C 2.798 -0.870 -2.882 -2.2 2.6 -0.6
H -1.152 -1.928 3.823 0.1 0.0 0.2
N -1.233 -0.442 -1.739 -1.0 -0.2 -1.3
H 1.420 2.975 1.899 -0.1 0.2 0.1
H -1.136 0.248 -4.907 0.0 -0.1 0.0
H 1.357 3.679 -3.229 0.0 0.1 -0.1
H -0.842 3.401 0.478 0.3 -0.1 -0.2
C 0.853 3.392 -2.325 -0.4 -0.2 0.5
C 2.842 -1.308 3.934 0.3 0.6 -0.1
N 0.666 2.075 -2.037 0.0 -0.2 0.4
H 1.070 1.061 -4.063 -0.1 -0.2 0.4
H 0.392 2.101 5.543 0.0 -0.2 -0.4
H -0.088 -1.541 5.201 -0.1 -0.2 -0.3
H -2.061 2.027 4.143 0.1 -0.3 -0.2
C -2.605 -0.698 -3.493 -0.6 -0.2 0.0
C 3.317 -1.773 -1.957 0.7 -0.5 0.4
B 0.753 0.791 -2.931 -0.6 1.2 0.5
H 1.118 -3.227 1.062 0.1 -0.2 0.3
H -1.778 -2.649 1.709 0.4 -0.1 -0.2
H 0.223 5.227 -1.215 0.1 -0.2 -0.2
H 3.153 -0.556 -3.861 -0.1 -0.2 0.2
C 2.476 -1.661 -0.828 -2.2 1.4 0.5
C 0.276 4.151 -1.309 0.2 -0.2 -0.4
N 1.487 -0.774 -1.064 2.1 -2.3 1.6
H 2.832 -0.487 4.659 0.0 -0.2 -0.2
H -0.646 -3.216 0.387 -0.3 0.3 0.2
N -0.630 0.080 -2.873 -0.2 -0.4 0.4
C 1.553 -3.188 2.064 0.1 0.0 -0.4
C -0.252 3.215 -0.413 0.5 -0.6 -0.7
H -2.122 0.284 3.770 0.0 0.2 0.0
```
Forces are in eV/Å.

Summary:
Energy relative to the best compared isomer or geometry (same formula, charge and spin) = 117.0 kcal per mole
Charge = +2


(3)
Molecular formula: C17H33INOP2V
Method: DFT, wB97M-V/def2-TZVPD

```
56
Properties=species:S:1:pos:R:3:forces:R:3
H 4.163 0.300 2.767 -0.3 -0.2 -0.2
C 3.329 0.205 2.064 0.0 0.0 0.7
C 0.924 0.095 1.637 -0.2 -0.4 0.8
P 0.162 -2.547 -0.401 0.4 -1.5 0.1
H 2.751 -0.191 -1.243 -0.1 0.1 1.0
H 1.450 3.960 -2.032 0.0 -0.3 -0.1
H -3.001 -0.893 2.937 0.1 -0.1 -0.3
H 2.455 -3.197 -0.852 -0.1 -0.2 -0.1
H -0.351 3.114 1.137 0.2 0.0 -0.2
H -3.038 1.300 2.704 0.2 0.1 -0.3
H -1.812 2.209 1.780 -0.3 -0.3 -0.1
C -1.415 3.301 -1.506 -0.1 -0.2 -0.2
I 1.702 -1.165 -3.343 -0.1 0.0 -0.5
V 0.043 -0.069 -1.753 4.0 0.3 -0.1
H 1.422 -4.634 -0.585 -0.2 0.4 -0.1
C 3.564 0.051 0.706 0.0 0.3 -0.9
C -0.393 0.124 2.392 -0.9 0.0 0.4
C -2.448 1.318 1.769 -0.1 0.0 0.0
H 1.148 -2.453 1.817 0.0 -0.2 0.0
C 1.153 -0.054 0.241 0.2 0.1 0.2
H -3.283 -1.130 1.192 0.0 -0.1 0.2
H -2.014 1.393 -3.220 0.6 -0.4 0.1
H -0.395 -0.720 3.114 0.1 0.4 -0.3
H 0.745 -4.120 1.345 -0.1 0.3 -0.2
C 2.018 0.222 2.517 -0.1 0.4 -0.3
H 1.271 2.616 -3.217 0.1 0.2 0.3
C -1.043 0.878 -3.291 -0.6 -0.8 -0.1
C 0.500 3.050 0.454 0.2 -0.5 0.5
H -1.181 -0.111 -3.787 -0.1 0.5 0.0
H -1.923 -1.963 2.004 -0.3 0.3 -0.1
C 2.498 -0.057 -0.177 0.9 -0.9 -0.6
C 1.407 2.870 -2.160 0.0 -0.2 -0.1
H 4.575 0.011 0.302 -0.2 0.2 0.2
H 1.298 2.493 0.950 0.0 0.3 0.0
C -1.355 -3.457 -0.870 -0.4 0.6 -0.3
H -0.392 1.029 3.036 0.2 -0.4 -0.3
H -2.291 2.928 -0.952 0.3 0.2 -0.2
H -1.277 -4.494 -0.515 0.1 0.3 0.0
H -1.643 3.278 -2.578 0.1 0.2 0.4
C 1.481 -3.650 -1.072 0.2 0.5 -0.5
H 1.819 0.340 3.588 0.0 0.0 -0.4
H 1.380 -3.747 -2.158 0.0 -0.1 0.3
N -1.648 0.100 1.630 0.5 -0.2 -0.3
C 0.390 -3.081 1.340 0.0 0.7 0.6
H -0.322 1.451 -3.896 -0.2 -0.1 0.4
H 2.350 2.427 -1.813 -0.2 0.2 -0.1
H -3.151 1.372 0.928 0.1 0.1 0.2
H -1.459 -3.445 -1.963 0.0 -0.1 0.2
O -2.875 -0.480 -1.117 6.1 0.4 -0.6
H -2.243 -2.979 -0.436 0.2 -0.2 -0.1
C -1.695 -0.366 -1.229 -9.8 -0.6 1.5
C -2.507 -1.038 1.959 0.0 -0.1 0.1
H -1.203 4.338 -1.199 0.0 -0.4 -0.1
P 0.036 2.237 -1.114 -0.2 2.0 -0.2
H -0.522 -3.038 1.939 0.2 0.0 -0.2
H 0.843 4.069 0.230 -0.1 -0.3 0.0
```
Forces are in eV/Å.

Summary:
Energy = -74048.8709 eV
Charge = +2
Spin multiplicity = 3


(4)
Molecular formula: C17H33NO5
Method: DFT, wB97M-V/def2-TZVPD

```
56
Properties=species:S:1:pos:R:3:forces:R:3
H -2.245 1.145 -2.971 -0.2 0.0 0.7
H -0.505 1.206 -2.532 -0.2 0.1 0.2
H 4.836 4.360 2.510 -0.2 0.2 -0.4
H 2.215 -6.337 -1.908 0.3 0.2 -0.4
H -4.145 -2.481 1.247 -0.2 0.3 -0.2
H 1.867 0.446 -0.936 0.8 0.2 0.3
H -3.176 -3.442 0.194 0.1 -0.4 0.2
H -3.362 1.229 3.340 -0.1 0.2 -0.3
O 3.415 -3.915 -2.401 0.1 1.1 -1.0
H -3.612 -0.033 2.109 -0.9 -0.5 0.8
C -1.924 0.899 1.691 1.8 0.2 1.9
H 4.515 0.786 4.421 -0.5 -0.1 -0.4
C 4.211 1.824 4.557 -0.6 -1.5 2.4
C -2.387 1.734 0.498 -0.4 -0.3 0.7
C -3.193 -2.486 0.716 -0.8 0.0 -1.1
O -1.872 -1.229 -0.826 -3.7 -0.4 0.3
C -1.364 1.781 -2.876 0.3 -0.1 -1.1
H 3.905 3.087 1.708 -0.1 -0.3 0.2
H -4.974 -0.610 -0.778 -0.3 -0.8 0.5
C 2.623 -4.197 -1.544 2.4 -2.1 0.8
C -3.062 -1.538 -0.530 5.6 0.0 2.1
C 1.415 0.357 0.052 0.5 -0.5 0.3
C 4.149 3.529 2.674 0.3 0.9 -0.2
H -2.053 4.025 -4.986 -0.3 0.1 0.6
C 1.750 -3.213 -0.868 -0.2 0.2 -0.8
H 0.824 -3.590 -1.302 -0.9 0.7 0.5
H 2.084 -5.922 -0.274 -0.2 0.2 0.3
H 3.253 3.914 3.163 -0.2 -0.1 -0.2
H -3.198 1.265 -0.058 0.0 0.1 0.0
H 0.847 -0.567 -0.056 -0.5 0.3 0.4
H -4.581 -2.183 -1.704 -0.8 -0.1 0.5
H 1.721 -3.146 0.219 0.0 -0.6 -0.1
H -2.531 -0.282 3.570 0.5 -0.1 -0.7
C 2.672 -5.688 -1.161 -1.4 -0.2 1.1
C 4.905 2.690 3.644 2.2 1.4 -0.2
O -0.735 0.719 1.871 -0.5 0.0 -0.4
H 3.670 -6.057 -0.923 0.1 0.4 -0.4
O -0.015 2.023 -4.830 -1.4 0.2 0.5
H -4.095 -0.640 -2.205 0.8 0.0 0.0
H 0.772 1.226 0.191 0.1 -0.4 0.3
H 4.621 2.014 5.548 0.2 0.3 0.1
H -1.529 2.688 -2.295 -0.3 -0.2 0.2
H -1.568 1.974 -0.180 0.0 -0.3 0.3
H -2.400 -2.513 1.463 0.3 0.6 -0.5
C -4.244 -1.229 -1.300 -0.9 0.8 -1.7
H -3.218 2.616 -4.791 0.1 0.3 0.4
C 2.358 0.161 1.215 -2.3 0.9 -3.5
C -2.894 0.403 2.804 -0.4 0.7 -1.9
H 2.013 -2.237 -1.277 -0.3 -0.1 0.0
H -2.752 2.666 0.932 -0.2 0.1 -0.1
H -2.037 2.749 -6.079 -0.1 -0.2 -0.1
N 3.087 0.022 2.066 1.6 -0.4 1.9
O 6.113 2.885 3.804 -1.2 -0.4 -0.5
H 3.138 1.949 4.704 0.0 -0.2 -0.7
C -1.103 2.217 -4.296 1.6 0.1 -0.3
C -2.205 2.946 -5.021 0.3 -0.3 -1.2
```
Forces are in eV/Å.

Summary:
Energy relative to the best compared isomer or geometry (same formula, charge and spin) = 35.7 kcal per mole
Structure (SMILES) = CC(C)=O.CC(C)=O.CC(C)=O.CC(C)=O.CC(C)=O.CC#N


Looking at molar mass for the records above, in order, we have 784.859 507.188 507.253 331.453 g mol⁻¹.